No. 1
20
Properties=species:S:1:pos:R:3 method="wB97M-V/def2-TZVPD" charge=-1 lumo_energy_ev=3.5 de_lowest_kcal_mol=0.00 max_force_ev_per_a=1.341 orbital_gap_ev=7.23
H -2.3843 0.1728 -0.1483
O 0.3864 -3.7911 2.4255
N 1.3613 -1.7121 1.9541
C -0.5605 0.5526 -1.2599
H -1.6626 1.7442 -2.7075
H 0.0286 0.0272 -2.0192
H -1.5870 2.4500 -1.0864
C 1.9749 -0.4983 2.4332
C 1.4834 0.1052 0.0382
H -0.0798 1.3022 0.7773
H -1.4333 -1.2708 -0.5011
C 0.3158 0.7471 -0.0550
O 2.3017 -0.4614 3.5970
H -0.1634 2.4879 -2.1305
C -1.0250 1.8929 -1.8349
O 2.0909 0.4063 1.5677
C 0.8877 -2.7524 2.2676
H -2.3916 -0.5104 -1.7838
O 2.2300 -0.5721 -0.6279
C -1.7734 -0.3200 -0.9061

No. 2
22
Properties=species:S:1:pos:R:3 method="wB97M-V/def2-TZVPD" charge=-1 lumo_energy_ev=3.0 de_lowest_kcal_mol=58.54 max_force_ev_per_a=6.118 orbital_gap_ev=7.95
O 1.5140 2.3554 -1.2594
H 2.1525 0.7369 -0.8358
H -1.2146 -2.0735 0.2010
C -0.0371 0.3308 -1.8199
S 0.0526 1.9760 -1.1595
C -1.9430 0.6271 2.3446
C -0.0571 1.4474 0.5498
H -0.0469 -3.0222 -0.6845
N -0.3319 -2.0734 -0.4470
O -2.8212 -0.1953 2.5587
O 2.3699 -2.3174 -1.0385
H 0.2020 2.2605 1.4514
C 0.1157 -0.0229 0.8173
O 2.6223 -0.1493 -0.9303
H 0.5340 0.1290 -2.7036
C 0.4180 -1.0158 -0.2831
O -1.4694 1.4327 3.1232
H 0.4736 -0.4286 1.8057
C -1.2976 0.5799 0.9497
H -1.1140 0.2311 -2.0018
C 1.9184 -1.2032 -0.8195
H -2.0402 0.3948 0.1816

No. 3
16
Properties=species:S:1:pos:R:3 method="wB97M-V/def2-TZVPD" charge=0 lumo_energy_ev="0.3 / 0.3" de_lowest_kcal_mol=130.88 max_force_ev_per_a=3.138 orbital_gap_ev="7.17 / 7.85"
C 1.2320 0.4068 0.0143
H -0.8092 -2.2783 -1.1434
H 2.6507 1.7551 -0.6852
C -0.8846 -0.0114 0.7408
O 1.6157 0.6287 2.5176
C -2.2320 0.4073 1.0512
H 1.7511 0.7258 -1.9433
H -2.2233 1.4333 0.6140
C 1.9223 1.0447 -0.9311
C 1.3005 0.8048 1.4001
C 0.0117 -0.4560 -0.0558
H 1.0023 -2.0578 -1.0792
H -3.0964 -0.0974 0.5907
H -2.3729 0.4164 2.2399
H 0.0498 -1.1673 -2.1996
C 0.0823 -1.5546 -1.1310

No. 4
16
Properties=species:S:1:pos:R:3 method="wB97M-V/def2-TZVPD" smiles=COc1ccccc1 charge=0 lumo_energy_ev=0.9 de_lowest_kcal_mol=94.18 max_force_ev_per_a=9.944 orbital_gap_ev=9.36
H -1.8438 1.5624 0.4413
H 0.8756 -1.5626 -0.7379
C 0.7491 -0.4047 -0.3764
C -0.6115 -0.1320 -0.0106
C -1.2735 -2.2784 0.5852
H -0.0328 3.3604 0.1058
H 2.9426 0.1760 -0.7429
H -0.7099 -2.4817 1.3340
C 1.4395 1.8957 -0.3531
C 1.7587 0.4991 -0.6072
O -1.6221 -0.9610 0.0042
C 0.1400 2.2218 -0.0543
C -0.8420 1.2859 0.1170
H -2.4881 -2.6940 0.9085
H 2.2618 2.3515 -0.5253
H -0.7435 -2.8383 -0.0883

No. 5
16
Properties=species:S:1:pos:R:3 method="wB97M-V/def2-TZVPD" charge=0 lumo_energy_ev=0.1 de_lowest_kcal_mol=152.54 max_force_ev_per_a=5.608 orbital_gap_ev=9.03
C -2.1627 -0.6528 -0.0765
H 2.2125 0.3195 -1.3110
H -0.0151 2.6588 -0.4828
H 2.7472 -1.8464 -0.2613
H -1.4568 1.7731 -0.1738
H -4.2158 -0.7646 1.0726
C -0.7724 -0.5963 -0.7295
C 1.5441 0.0111 -0.4650
O 2.5672 0.1422 0.6335
C -0.3976 1.6994 -0.0027
C 0.1372 0.3771 -0.2677
H -0.3647 1.8599 1.3912
C 2.1464 -1.2048 0.1969
H 1.5760 -1.6978 0.9254
H -0.2545 -1.4970 -0.8902
C -3.2910 -0.5815 0.4407

No. 6
19
Properties=species:S:1:pos:R:3 method="wB97M-V/def2-TZVPD" charge=0 lumo_energy_ev="0.6 / -2.4" max_force_ev_per_a=4.815 orbital_gap_ev="7.84 / 5.86" multiplicity=3
C -1.9377 1.5283 -0.1662
C -2.9153 -0.6493 -0.3459
H -1.5810 -2.3168 -0.3403
P 1.8177 1.7231 0.6841
C -1.6987 -1.3026 -0.0950
H 3.7157 -1.9626 -0.0310
O 0.5240 -0.9590 0.5686
P 2.3344 0.1586 -0.7652
H -3.9780 1.2409 -0.2855
C -3.0429 0.7090 -0.2169
C -0.7371 0.9477 0.1496
H 3.3784 0.9743 -1.3334
H 2.5847 -1.1720 1.0966
H -3.7384 -1.3040 -0.5547
O 0.2741 1.8109 0.5508
H 4.1591 -0.5304 0.8655
C 3.3699 -0.9891 0.3425
H -1.9467 2.5971 -0.3859
C -0.5820 -0.5040 0.2624

No. 7
19
Properties=species:S:1:pos:R:3 method="wB97M-V/def2-TZVPD" charge=0 lumo_energy_ev="-0.8 / -1.4" de_lowest_kcal_mol=125.16 max_force_ev_per_a=6.145 orbital_gap_ev="7.81 / 7.12"
C 3.8321 -0.0181 0.1535
C -3.1685 0.3070 -0.4459
H 4.1994 -2.1216 -0.4460
O -0.8274 3.0185 1.0753
C 4.3524 -1.3594 0.3866
H -5.1539 0.3241 -1.2679
H 4.1062 -1.6737 1.2947
S -0.0457 1.8271 1.1241
H -0.2378 1.0858 -1.2639
C -0.5798 0.6954 -0.2603
C -4.6082 0.3040 -0.2451
H 0.1617 -0.0942 -0.1581
O 1.5243 1.6434 -1.7301
C 3.2163 1.0018 -0.0186
H -4.9637 -0.5476 0.3961
C -1.9818 0.3947 -0.3580
H -4.7991 1.4237 0.0946
S 2.2536 2.2717 -0.5693
H 5.4629 -1.1380 0.3321

No. 8
17
Properties=species:S:1:pos:R:3 method="wB97M-V/def2-TZVPD" charge=0 lumo_energy_ev="-1.2 / -1.2" de_lowest_kcal_mol=97.85 max_force_ev_per_a=3.731 orbital_gap_ev="6.25 / 5.84"
C 0.5634 0.2608 -1.6788
H -1.4926 0.6186 -2.1284
C 1.7155 0.1206 0.4163
H -3.0484 0.4684 1.1837
H 2.6492 0.2127 -1.4896
C 0.7056 -0.3042 1.4583
S 0.9162 -1.9768 1.8324
C 1.6919 0.0686 -0.9689
H -2.7429 -1.1495 0.6800
C -1.2627 0.1091 -0.1158
C -2.6633 -0.1076 0.3376
O 2.9091 0.4543 0.9029
H 2.9801 0.1420 1.8092
H 0.7336 0.2955 -2.7659
H 0.4078 0.3015 2.2882
H -3.2642 0.1428 -0.4333
C -0.7983 0.3433 -1.3280

No. 9
16
Properties=species:S:1:pos:R:3 method="wB97M-V/def2-TZVPD" smiles="CCC1=CC(=S)C=C1" charge=0 lumo_energy_ev=-1.1 de_lowest_kcal_mol=29.78 max_force_ev_per_a=3.355 orbital_gap_ev=7.54
H 2.8256 2.0906 0.0299
C -1.4489 0.1918 -0.0373
H -1.8922 0.8267 0.7524
H -3.0300 -1.2804 -0.0903
C -1.9791 -1.2900 0.0782
C -0.0116 0.2593 0.0314
C 2.0391 1.3842 -0.0096
H -1.7079 0.7848 -0.8972
H 0.6480 -1.7346 -0.2002
C 0.8661 -0.7350 -0.1543
H 0.2602 2.5914 0.1766
H -1.5219 -2.0056 -0.6829
S 3.6805 -0.8719 0.0599
H -1.6809 -1.7285 1.0562
C 2.2189 -0.1174 -0.1434
C 0.7341 1.6346 0.0306

No. 10
25
Properties=species:S:1:pos:R:3 method="wB97M-V/def2-TZVPD" charge=+4 lumo_energy_ev="-16.9 / -16.9" max_force_ev_per_a=12.114 orbital_gap_ev="5.06 / 4.56" multiplicity=3
Cl -0.2853 -4.0376 4.3836
H -0.7274 1.7813 1.9067
H -0.6855 3.5005 2.4030
O -0.3208 -4.7682 0.6178
Au -0.7776 -0.3842 -1.0694
O -0.0575 2.3899 -0.4800
H 2.2122 4.4786 2.0922
Cl 2.1780 -1.9832 -0.2833
C 0.2807 3.0648 0.5225
C -2.1546 0.6695 -1.5543
H 1.9537 5.4444 -0.9752
N 1.0026 4.1666 0.3824
H 0.6536 5.3732 2.0700
O -2.9347 1.4927 -1.8747
C 1.4710 4.9889 1.4264
Bi 3.0725 -4.1441 0.6704
C -0.1085 2.6901 1.9392
H 0.7889 2.4877 2.5417
O 3.6095 -3.8103 -2.4865
H 2.0082 5.9037 0.9796
C 0.8071 -4.7205 0.6280
H 2.0357 3.7002 -1.4225
C 3.6224 -4.2694 -1.3959
C 1.3947 4.4919 -0.9965
H 0.5098 4.5947 -1.6419

No. 11
26
Properties=species:S:1:pos:R:3 method="wB97M-V/def2-TZVPD" charge=-1 lumo_energy_ev=2.2 max_force_ev_per_a=5.243 orbital_gap_ev=6.96
H 0.6265 3.2400 -1.7564
H -0.1561 2.3678 1.8569
H -5.5672 1.0366 -2.0920
H 3.4380 -0.6443 -1.6042
B 1.5310 1.8600 -0.5895
C -4.5371 1.0159 -1.6158
Cl 1.6606 -4.5513 3.4865
O 2.7606 1.0564 -0.5126
Cl 3.9059 -2.8853 2.7154
H -1.9124 -1.2110 -0.2825
H 3.5020 0.9460 -2.5479
C -2.4306 -0.2404 -0.5599
C -3.8336 -0.3461 -1.2591
C 2.8798 0.3508 -1.7884
H 1.8148 0.1516 -2.1571
H -4.3367 -1.3464 -1.4868
C 3.3476 -4.1313 3.8493
H -4.3098 3.2965 -1.5291
Cl 3.4592 -3.5125 5.5118
C -3.7739 2.3103 -1.2637
I 0.4239 -1.0764 1.7130
Ga -0.0248 1.3036 0.6713
O 1.5416 2.9688 -1.5092
Cl 4.3666 -5.5801 3.6872
N -2.4980 2.4346 -0.6319
C -1.8779 1.1861 -0.3054

No. 12
22
Properties=species:S:1:pos:R:3 method="wB97M-V/def2-TZVPD" charge=+1 lumo_energy_ev=-5.9 de_lowest_kcal_mol=22.30 max_force_ev_per_a=4.026 orbital_gap_ev=7.70
H -1.7002 1.0166 -3.2407
Cl 1.5640 -3.6359 -0.6919
N -0.9438 -1.8042 -0.6183
C -1.2458 1.1722 -2.3073
H -1.6262 -2.0277 1.8251
Br 4.1413 0.7025 -0.1725
C -0.8018 0.1446 -1.5042
H 2.3386 0.3572 1.3286
H 1.4718 2.0532 -0.2326
H -0.3768 -3.2814 1.7845
C 2.4022 0.1332 0.2363
N -1.3266 -1.1449 -1.5888
C -0.1056 -1.7291 0.3478
C -0.5348 -2.2082 1.7518
C 1.3571 0.9820 -0.5142
C 1.3458 -2.0188 -0.0206
N 2.3055 -1.2343 -0.0503
H -0.0419 -1.6123 2.5490
H 1.7790 0.9631 -1.6473
H -0.5619 1.0180 0.2398
H -0.9733 2.2524 -2.1243
N -0.0212 0.4064 -0.3530